Entry 1:
The following is a quantum chemistry calculation of a structure of composition C33H38Cl2N5O2Os, from the OMol25 dataset.

```
! wB97M-V def2-TZVPD RIJCOSX def2/J DEFGRID3
* xyz 1 5
Os 1.335 0.346 0.076
C 0.900 3.594 -0.557
C -0.189 3.687 0.489
C -1.195 2.564 0.530
C -2.468 2.895 0.924
C -3.449 1.908 0.962
C -3.141 0.641 0.559
C -1.830 0.352 0.139
N -0.845 1.299 0.177
N 2.000 2.675 -0.228
C 2.967 2.719 -1.332
C 3.912 1.546 -1.349
C 4.913 1.459 -2.301
C 5.793 0.393 -2.246
C 5.660 -0.537 -1.225
C 4.622 -0.388 -0.328
N 3.746 0.625 -0.400
C 2.665 3.030 1.048
C 2.089 2.335 2.265
C 1.848 2.995 3.456
C 1.394 2.272 4.550
C 1.207 0.903 4.428
C 1.468 0.311 3.206
N 1.890 1.015 2.148
H 0.462 3.267 -1.501
H 1.314 4.598 -0.711
H 0.236 3.836 1.482
H -0.752 4.593 0.270
H -2.699 3.919 1.187
H -4.457 2.153 1.278
H -3.886 -0.141 0.525
H -0.690 -1.025 -0.852
H 2.417 2.745 -2.273
H 3.555 3.644 -1.280
H 4.999 2.220 -3.070
H 6.574 0.288 -2.989
H 6.340 -1.373 -1.133
H 4.460 -1.098 0.472
H 3.701 2.708 0.976
H 2.663 4.114 1.198
H 2.011 4.064 3.531
H 1.188 2.774 5.487
H 0.863 0.304 5.260
H 1.348 -0.754 3.048
Cl 3.716 -3.597 -2.143
C 2.311 -3.617 -1.061
Cl 0.920 -4.405 -1.816
C 1.960 -2.184 -0.677
O 2.172 -1.833 0.516
O 1.475 -1.401 -1.528
H 2.577 -4.174 -0.178
C -2.452 -1.864 2.746
C -2.295 -3.012 1.740
C -0.826 -3.419 1.616
C -2.972 -2.793 0.387
C -4.047 -3.632 0.104
C -4.708 -3.580 -1.109
C -4.292 -2.688 -2.078
C -3.236 -1.809 -1.851
C -2.882 -0.872 -3.007
C -1.407 -0.876 -3.426
C -3.392 0.566 -2.824
C -2.591 -1.861 -0.601
N -1.545 -0.898 -0.329
H -2.190 -2.218 3.747
H -3.479 -1.495 2.780
H -1.789 -1.030 2.508
H -2.819 -3.866 2.171
H -0.205 -2.556 1.410
H -0.684 -4.149 0.815
H -0.471 -3.869 2.549
H -4.360 -4.354 0.851
H -5.540 -4.247 -1.306
H -4.796 -2.664 -3.037
H -3.438 -1.279 -3.852
H -0.812 -0.179 -2.836
H -1.323 -0.557 -4.467
H -0.958 -1.867 -3.341
H -2.727 1.154 -2.190
H -4.393 0.587 -2.386
H -3.440 1.064 -3.796
*
```

Results
E_tot: -73890.021 eV
ΔE to the lowest compared entry with this formula, charge and spin: 0.0000 eV
LUMO energy (alpha / beta): -0.0880 / -0.1079 hartree

Entry 2:
The following is a quantum chemistry calculation of a cluster of 14 separate species, C33H38Cl6O26 in total, from the OMol25 dataset.

```
! wB97M-V def2-TZVPD RIJCOSX def2/J DEFGRID3
* xyz 0 1
C -2.130 3.276 -4.586
C -1.437 4.312 -5.137
C -0.253 4.944 -4.482
O 0.415 5.818 -4.968
C -0.091 4.478 -3.070
C -0.709 3.370 -2.555
C -1.818 2.669 -3.341
O -2.524 1.740 -2.946
O -0.443 2.824 -1.340
O -1.823 4.912 -6.273
H -2.900 2.903 -5.247
H 0.702 4.925 -2.485
H -1.122 2.140 -1.236
H -1.205 5.603 -6.539
C -4.478 -5.212 0.249
C -3.526 -5.491 1.156
C -2.341 -4.577 1.382
O -1.288 -4.778 2.026
C -2.642 -3.237 0.867
C -3.595 -2.923 0.052
C -4.539 -4.014 -0.523
O -5.402 -3.780 -1.327
O -3.607 -1.698 -0.559
O -3.481 -6.632 1.840
H -5.302 -5.910 0.314
H -1.965 -2.428 1.110
H -4.278 -1.617 -1.245
H -2.687 -6.629 2.390
C 0.724 1.253 1.268
C 0.120 0.200 0.646
C 0.899 -1.033 0.189
O 0.293 -2.011 -0.227
C 2.349 -0.943 0.457
C 2.892 0.111 1.157
C 2.137 1.307 1.608
O 2.696 2.265 2.107
O 4.140 0.057 1.578
O -1.143 0.325 0.149
H 0.075 2.112 1.370
H 2.911 -1.833 0.212
H 4.288 0.806 2.172
H -1.322 -0.436 -0.419
C 1.215 -1.940 -5.192
C 1.089 -1.249 -4.059
C -0.228 -0.707 -3.598
O -0.343 -0.105 -2.511
C -1.268 -0.840 -4.585
C -1.111 -1.370 -5.803
C 0.199 -1.986 -6.190
O 0.450 -2.522 -7.259
O -2.006 -1.352 -6.802
O 2.163 -1.095 -3.255
H 2.211 -2.275 -5.440
H -2.209 -0.354 -4.364
H -1.763 -1.969 -7.503
H 1.985 -0.365 -2.650
C -5.385 -0.006 1.992
C -4.092 0.354 2.288
C -3.155 -0.376 3.133
O -2.083 0.106 3.453
C -3.573 -1.689 3.536
C -4.830 -2.144 3.220
C -5.810 -1.318 2.477
O -6.904 -1.757 2.168
O -5.192 -3.407 3.504
O -3.570 1.508 1.839
H -6.003 0.624 1.372
H -2.902 -2.418 3.968
H -6.061 -3.526 3.095
H -2.634 1.460 2.085
O 4.445 5.065 3.951
H 4.070 4.413 3.354
H 5.326 5.227 3.608
O 1.637 2.566 4.869
H 2.165 3.274 4.495
H 0.813 2.600 4.376
O -1.006 3.479 3.272
H -1.467 2.967 3.942
H -1.600 3.477 2.510
O 2.372 3.886 -0.563
H 1.512 3.477 -0.692
H 2.981 3.151 -0.470
O 1.111 -4.627 0.625
H 0.609 -3.881 0.279
H 2.026 -4.414 0.427
O -2.121 3.714 0.814
H -1.898 4.443 0.230
H -2.887 3.300 0.406
C 5.506 2.297 5.171
Cl 5.898 2.302 3.418
Cl 6.835 2.839 6.277
H 4.639 2.934 5.334
H 5.151 1.350 5.573
C 7.234 1.331 -0.018
Cl 7.340 1.294 -1.829
Cl 5.858 2.352 0.355
H 7.190 0.329 0.401
H 8.139 1.810 0.349
C 4.786 -5.563 1.068
Cl 3.685 -6.023 -0.261
Cl 4.732 -3.797 1.401
H 4.348 -6.181 1.849
H 5.792 -5.839 0.763
*
```

Results
E_tot: -163202.224 eV
LUMO energy: -0.0763 hartree

Entry 3:
The following is a quantum chemistry calculation of a structure of composition C33H38ClN4O5ReS, from the OMol25 dataset.

```
! wB97M-V def2-TZVPD RIJCOSX def2/J DEFGRID3
* xyz 3 2
Re -2.121 -0.275 2.073
Cl -5.508 0.495 -4.235
C -4.490 0.537 -2.853
C -3.139 0.875 -2.994
C -2.315 0.905 -1.893
C -2.797 0.583 -0.622
O -1.904 0.634 0.397
C -4.165 0.282 -0.471
C -4.788 0.213 0.819
N -4.115 0.073 1.914
C -4.685 0.451 3.173
C -5.994 0.366 3.550
C -6.405 0.889 4.799
C -5.518 1.521 5.621
C -4.152 1.622 5.249
C -3.179 2.303 6.006
C -1.881 2.375 5.554
C -1.535 1.723 4.374
N -2.418 1.051 3.637
C -3.738 1.040 4.040
C -4.999 0.276 -1.605
H -2.761 1.129 -3.975
H -1.278 1.201 -1.985
H -5.857 0.410 0.871
H -6.729 -0.098 2.904
H -7.444 0.804 5.085
H -5.843 1.952 6.559
H -3.464 2.781 6.935
H -1.124 2.914 6.105
H -0.517 1.733 4.007
H -6.056 0.072 -1.491
C -1.471 -2.424 -0.334
O -2.115 -2.210 0.939
C -2.118 -3.407 1.732
C -2.732 -3.042 3.054
O -2.122 -1.809 3.519
C -0.902 -1.890 4.310
C 0.315 -1.759 3.417
O 0.065 -0.723 2.452
C 1.162 0.175 2.228
H -2.058 -3.137 -0.910
H -0.462 -2.809 -0.175
H -1.436 -1.471 -0.849
H -1.090 -3.761 1.844
H -2.702 -4.181 1.231
H -2.601 -3.824 3.800
H -3.790 -2.809 2.951
H -0.892 -2.824 4.871
H -0.969 -1.058 5.008
H 0.548 -2.684 2.888
H 1.177 -1.494 4.033
H 1.461 0.651 3.163
H 0.811 0.923 1.522
H 2.008 -0.372 1.811
C 2.016 -2.037 -5.768
C 2.376 -0.704 -6.411
C 3.218 0.197 -5.522
N 2.452 0.566 -4.316
C 2.887 0.652 -3.086
S 1.710 0.584 -1.802
N 4.188 0.761 -2.776
C 5.119 1.631 -3.508
O 4.676 2.320 -4.380
C 6.500 1.582 -3.020
C 7.317 2.676 -3.314
C 8.636 2.672 -2.900
C 9.144 1.577 -2.211
C 8.336 0.481 -1.929
C 7.012 0.482 -2.329
H 1.393 -2.629 -6.434
H 1.460 -1.909 -4.834
H 2.912 -2.620 -5.547
H 1.480 -0.163 -6.730
H 2.956 -0.872 -7.319
H 3.507 1.120 -6.025
H 4.128 -0.304 -5.188
H 1.452 0.665 -4.442
H 4.448 0.536 -1.826
H 6.907 3.514 -3.861
H 9.272 3.519 -3.118
H 10.180 1.573 -1.900
H 8.745 -0.374 -1.410
H 6.406 -0.398 -2.144
*
```

Results
E_tot: -76498.258 eV
ΔE to the lowest compared entry with this formula, charge and spin: 0.6851 eV
LUMO energy (alpha / beta): -0.3129 / -0.3994 hartree

Entry 4:
The following is a quantum chemistry calculation of a structure of composition C33H38InN5P2, from the OMol25 dataset.

```
! wB97M-V def2-TZVPD RIJCOSX def2/J DEFGRID3
* xyz 2 1
In -0.068 0.019 0.466
C -0.270 3.359 0.151
N 0.770 2.488 0.701
C 2.112 2.634 0.141
C 2.461 1.467 -0.733
N 1.714 0.401 -0.905
C 2.374 -0.394 -1.851
C 1.983 -1.571 -2.485
C 2.847 -2.108 -3.418
C 4.066 -1.486 -3.733
C 4.444 -0.298 -3.141
C 3.567 0.231 -2.202
N 3.585 1.416 -1.471
C -1.162 2.633 -0.817
N -1.137 1.339 -1.044
C -2.095 1.095 -2.040
C -2.427 -0.073 -2.726
C -3.414 0.015 -3.687
C -4.053 1.231 -3.978
C -3.707 2.399 -3.331
C -2.711 2.300 -2.366
N -2.087 3.256 -1.569
H 0.164 4.223 -0.360
H -0.881 3.754 0.965
H 0.814 2.616 1.705
H 2.845 2.714 0.944
H 2.196 3.546 -0.456
H 1.021 -2.020 -2.281
H 2.577 -3.020 -3.935
H 4.710 -1.936 -4.477
H 5.367 0.200 -3.408
H 4.301 2.124 -1.510
H -1.902 -1.000 -2.537
H -3.696 -0.870 -4.243
H -4.816 1.255 -4.744
H -4.176 3.344 -3.573
H -2.280 4.245 -1.575
C -3.072 -3.089 -0.916
P -2.332 -1.800 0.163
C -3.834 -0.878 0.674
C -1.833 -2.845 1.591
C -2.764 -3.350 2.496
C -2.380 -4.220 3.504
C -1.055 -4.620 3.610
C -0.117 -4.133 2.715
C -0.484 -3.232 1.715
P 0.775 -2.597 0.555
C 1.050 -4.031 -0.543
C 2.335 -2.524 1.502
H -3.815 -3.642 -0.341
H -2.313 -3.785 -1.273
H -3.557 -2.621 -1.773
H -4.404 -1.387 1.448
H -4.463 -0.769 -0.210
H -3.576 0.120 1.026
H -3.809 -3.080 2.418
H -3.119 -4.601 4.197
H -0.754 -5.312 4.385
H 0.910 -4.463 2.804
H 1.182 -4.910 0.088
H 1.940 -3.875 -1.149
H 0.193 -4.190 -1.198
H 2.628 -3.494 1.902
H 2.238 -1.810 2.322
H 3.119 -2.179 0.826
C -0.974 0.408 2.426
C -0.056 0.506 3.599
C 0.163 1.735 4.217
C 0.957 1.832 5.354
C 1.554 0.699 5.884
C 1.344 -0.534 5.276
C 0.546 -0.628 4.147
H -1.525 1.331 2.236
H -1.666 -0.426 2.500
H -0.317 2.627 3.821
H 1.096 2.791 5.837
H 2.171 0.771 6.769
H 1.796 -1.425 5.694
H 0.364 -1.596 3.689
*
```

Results
E_tot: -66029.713 eV
ΔE to the lowest compared entry with this formula, charge and spin: 0.0000 eV
LUMO energy: -0.1765 hartree

Entry 5:
The following is a quantum chemistry calculation of a structure of composition C33H38N3O3P2Re, from the OMol25 dataset.

```
! wB97M-V def2-TZVPD RIJCOSX def2/J DEFGRID3
* xyz 1 4
Re 0.074 0.075 -0.514
C -0.787 -0.749 5.690
O 0.260 -1.162 4.804
C 0.947 -0.159 4.195
C 2.298 -0.008 4.469
C 3.053 0.960 3.820
C 2.456 1.790 2.887
C 1.107 1.621 2.571
C 0.508 2.468 1.529
N 0.041 2.028 0.418
N -0.479 3.037 -0.406
C -0.872 2.582 -1.554
O -0.766 1.326 -1.912
C -1.455 3.520 -2.539
C -1.812 3.057 -3.802
C -2.353 3.928 -4.734
C -2.541 5.263 -4.407
C -2.188 5.728 -3.147
C -1.646 4.861 -2.213
C 0.346 0.657 3.232
O -0.989 0.527 2.967
H -1.253 -1.663 6.044
H -0.366 -0.202 6.536
H -1.523 -0.135 5.173
H 2.744 -0.663 5.206
H 4.101 1.078 4.061
H 3.030 2.566 2.395
H 0.471 3.547 1.666
H -1.668 2.013 -4.046
H -2.631 3.565 -5.715
H -2.965 5.943 -5.134
H -2.339 6.768 -2.892
H -1.372 5.210 -1.227
N 0.991 -1.005 0.891
C 0.657 -2.210 1.489
C 1.680 -2.950 2.101
C 1.442 -4.196 2.635
C 0.163 -4.740 2.555
C -0.856 -3.998 1.995
C -0.658 -2.709 1.481
C -1.820 -1.911 1.009
C -3.089 -2.235 1.515
C -4.227 -1.559 1.127
C -4.136 -0.513 0.218
C -2.895 -0.149 -0.264
C -1.709 -0.808 0.130
H 1.909 -0.701 1.197
H -1.133 -0.033 2.185
H 2.676 -2.522 2.140
H 2.248 -4.750 3.097
H -0.036 -5.732 2.937
H -1.841 -4.441 1.941
H -3.184 -3.016 2.256
H -5.185 -1.840 1.544
H -5.020 0.025 -0.097
H -2.834 0.679 -0.958
C -1.502 -1.856 -3.055
P 0.072 -1.702 -2.179
C 0.506 -3.377 -1.652
C 1.294 -1.273 -3.476
C 2.608 -0.820 -2.836
P 2.287 0.553 -1.668
C 3.795 0.672 -0.666
C 2.280 2.059 -2.680
H -1.404 -2.516 -3.918
H -1.826 -0.866 -3.378
H -2.250 -2.254 -2.369
H 0.547 -4.038 -2.519
H -0.242 -3.741 -0.949
H 1.468 -3.378 -1.139
H 0.855 -0.465 -4.068
H 1.444 -2.123 -4.145
H 3.339 -0.517 -3.587
H 3.053 -1.636 -2.260
H 4.672 0.816 -1.299
H 3.930 -0.236 -0.078
H 3.709 1.516 0.019
H 3.231 2.190 -3.197
H 2.094 2.921 -2.038
H 1.468 2.007 -3.406
*
```

Results
E_tot: -66154.437 eV
ΔE to the lowest compared entry with this formula, charge and spin: 0.0000 eV
LUMO energy (alpha / beta): -0.0894 / -0.1499 hartree

Q: E_tot of number 5 (C33H38N3O3P2Re)?
A: -66154.437 eV

Q: Which value of E_tot does entry 2 give?
A: -163202.224 eV